81
Properties=species:S:1:pos:R:3:forces:R:3:mulliken_charge:R:1 method="wB97M-V/def2-TZVPD" charge=-2 homo_ev="1.7364 / -2.4423" multiplicity=3 lumo_ev="3.83 / 3.78" orbital_gap_ev="2.095 / 6.221" total_energy_ev=-111424.924
Ti -0.369 -0.043 -0.169 1.7 0.4 -1.8 0.106
N -1.223 1.614 -1.175 -0.5 0.7 -0.4 0.210
C -2.663 1.680 -0.955 -0.8 0.1 0.4 -1.082
C -3.004 0.946 0.373 -0.9 0.8 -0.8 0.494
O -4.126 1.038 0.865 0.1 -0.1 -0.1 -0.826
N -1.956 0.287 0.824 -1.0 -0.3 1.3 1.215
C -2.014 -0.413 2.075 -0.2 0.1 0.5 -0.821
C -0.579 -0.795 2.444 -0.8 -0.6 1.8 0.172
O -0.327 -1.280 3.545 -0.2 0.3 -0.2 -0.830
O 0.293 -0.628 1.523 0.9 0.5 0.5 -0.340
H -0.764 2.154 -0.418 0.1 0.7 -0.1 -0.463
H -0.983 2.026 -2.075 0.2 -0.3 0.3 0.295
H -3.199 1.186 -1.777 0.1 0.1 0.2 0.214
H -3.029 2.718 -0.887 0.0 -0.3 0.0 0.467
H -2.619 -1.332 1.994 0.2 0.2 0.1 0.414
H -2.456 0.210 2.863 0.1 -0.2 -0.1 0.442
C 1.854 1.759 -1.788 -0.2 0.1 -0.2 -1.663
N 1.645 0.972 -0.576 0.2 0.2 0.0 1.107
C 2.312 -0.319 -0.714 0.4 -0.7 -0.2 -0.586
C 1.686 -1.126 -1.851 0.9 -0.3 -0.2 -1.642
N 0.253 -0.963 -1.801 0.4 -0.5 -0.6 1.909
C -0.492 -1.435 -2.799 -1.4 -0.5 -1.3 0.312
C -0.101 -1.919 -4.080 0.5 0.3 0.5 -0.265
F 1.221 -2.025 -4.427 -0.6 0.0 0.1 -0.363
C -1.006 -2.289 -5.056 -0.9 -0.2 -0.4 0.178
F -0.548 -2.676 -6.277 -0.2 0.2 0.6 -0.344
C -2.385 -2.255 -4.826 0.5 -0.1 -0.2 0.515
F -3.269 -2.592 -5.811 0.5 0.2 0.6 -0.354
C -2.821 -1.863 -3.558 -0.5 -0.1 -0.3 0.059
F -4.145 -1.871 -3.285 0.5 0.0 -0.1 -0.328
C -1.914 -1.473 -2.609 0.8 0.0 0.4 -0.465
F -2.340 -1.171 -1.344 0.1 -0.2 -1.1 -0.329
C 2.189 1.677 0.584 0.1 0.6 0.6 -0.872
C 1.580 3.065 0.791 0.1 0.1 0.0 -1.570
N 0.174 2.931 1.056 0.4 -0.9 -0.3 -0.437
C -0.564 3.997 1.274 -0.4 0.9 0.0 0.180
C -1.816 3.814 1.952 0.2 -0.1 0.1 -0.057
F -2.050 2.591 2.464 -0.1 0.4 0.0 -0.271
C -2.728 4.814 2.175 -0.2 0.3 0.1 0.057
F -3.874 4.581 2.854 0.4 0.0 -0.2 -0.334
C -2.462 6.119 1.753 0.0 0.1 0.0 0.643
F -3.366 7.119 1.959 0.3 -0.3 -0.1 -0.357
C -1.240 6.374 1.153 -0.3 0.3 0.1 0.066
F -0.943 7.644 0.769 -0.1 -0.4 0.1 -0.340
C -0.325 5.366 0.927 0.2 -0.3 0.0 0.635
F 0.843 5.744 0.310 -0.4 -0.2 0.1 -0.370
H 2.928 1.949 -1.950 -0.1 0.0 0.0 0.252
H 1.345 2.717 -1.715 0.0 0.0 0.0 0.359
H 1.454 1.232 -2.652 0.0 0.0 0.0 0.360
H 2.197 -0.866 0.228 0.1 0.1 0.0 0.085
H 3.393 -0.183 -0.917 -0.2 -0.1 0.1 0.492
H 1.964 -2.186 -1.729 0.0 0.3 0.0 0.430
H 2.113 -0.790 -2.810 -0.2 0.0 0.3 0.611
H 3.285 1.787 0.478 -0.1 -0.1 0.0 0.502
H 1.968 1.070 1.467 0.1 0.0 -0.1 0.064
H 1.818 3.717 -0.065 0.1 -0.1 0.1 0.482
H 2.086 3.527 1.658 0.1 -0.1 -0.1 0.522
O -0.923 -3.603 -1.089 -0.6 -0.2 -1.2 -0.755
S -0.674 -3.071 0.265 1.7 -1.9 1.5 1.162
C -1.337 -4.360 1.360 -1.0 0.3 -0.3 0.081
C -1.706 -4.061 2.671 0.2 0.2 -0.2 0.047
C -2.338 -5.015 3.440 -0.1 -0.5 0.1 -1.134
C -2.598 -6.281 2.928 0.0 0.1 0.1 -0.436
C -2.199 -6.584 1.627 0.0 -0.2 0.1 -0.799
C -1.582 -5.632 0.846 0.3 0.1 -0.2 -0.446
C 1.026 -3.578 0.613 -1.4 1.2 -0.6 1.152
C 1.649 -3.277 1.823 0.7 0.2 1.0 -0.411
C 2.973 -3.621 2.004 -0.6 0.3 0.2 -0.735
C 3.690 -4.255 0.990 1.0 -0.1 0.1 -0.703
C 3.052 -4.582 -0.204 -0.6 -0.1 -0.4 -0.370
C 1.725 -4.255 -0.384 0.3 -0.7 -0.7 -0.824
H -1.493 -3.090 3.084 0.0 0.2 0.1 0.311
H -2.645 -4.762 4.444 0.0 0.0 0.1 0.420
H -3.097 -7.026 3.531 -0.1 0.0 0.1 0.353
H -2.386 -7.572 1.223 0.0 0.0 0.0 0.365
H -1.284 -5.842 -0.172 -0.1 0.0 -0.1 0.451
H 1.101 -2.771 2.604 0.1 0.0 0.1 0.221
H 3.460 -3.382 2.941 0.0 0.0 0.1 0.415
H 4.735 -4.497 1.127 0.1 0.0 0.1 0.322
H 3.599 -5.071 -1.002 0.0 -0.1 0.0 0.369
H 1.202 -4.495 -1.298 0.0 0.0 -0.2 0.404